Formula: C45H26Cl2I4N4O3S2Sr
Source: OMol25
Level of theory: wB97M-V/def2-TZVPD

Cartesian coordinates (Å):
1 Sr 0.1037 -0.2979 -0.2951
2 I -5.4123 -1.5977 7.9854
3 C -4.3074 -1.2074 6.2242
4 C -4.6833 -0.1507 5.4138
5 C -3.9423 0.1133 4.2728
6 C -2.8267 -0.6579 3.9397
7 C -2.4853 -1.7249 4.7697
8 C -3.2230 -2.0064 5.9101
9 C -2.0221 -0.3013 2.7459
10 C -0.6905 0.0962 2.9709
11 C -0.0499 0.1710 4.2692
12 C 1.1814 0.6993 4.0675
13 C 1.2949 0.9541 2.6467
14 C 2.4158 1.5323 2.0220
15 C 3.5035 1.9915 2.9276
16 C 3.2910 3.0875 3.7633
17 C 4.2876 3.5466 4.6117
18 C 5.5073 2.8935 4.6249
19 I 7.0405 3.5944 5.9019
20 C 5.7424 1.7926 3.8221
21 C 4.7372 1.3473 2.9752
22 C 2.5886 1.7727 0.6478
23 N 1.6418 1.5955 -0.3051
24 C 2.1590 2.0214 -1.4803
25 C 1.4554 2.0938 -2.6963
26 C 2.1864 2.6315 -3.8692
27 C 3.3277 1.9992 -4.3634
28 C 4.0074 2.4955 -5.4652
29 C 3.5395 3.6447 -6.0774
30 I 4.5801 4.4272 -7.7456
31 C 2.4097 4.2966 -5.6171
32 C 1.7396 3.7837 -4.5167
33 C 0.1280 1.6729 -2.9135
34 C -0.4963 1.5783 -4.2194
35 C -1.7240 1.0437 -4.0245
36 C -1.8573 0.8203 -2.5982
37 N -0.7259 1.2188 -1.9675
38 C -2.9720 0.2155 -1.9880
39 C -3.1047 -0.1184 -0.6262
40 C -4.2796 -0.7271 -0.0277
41 C -4.0193 -0.8530 1.2941
42 C -2.6869 -0.3180 1.5046
43 N -2.1795 0.1170 0.3310
44 C -4.1047 -0.1574 -2.8705
45 C -4.8226 0.8125 -3.5690
46 C -5.8979 0.4690 -4.3754
47 C -6.2551 -0.8628 -4.4807
48 I -7.8938 -1.3949 -5.7120
49 C -5.5601 -1.8515 -3.8069
50 C -4.4898 -1.4924 -3.0020
51 C 3.5170 2.4885 -1.2717
52 C 3.7799 2.3430 0.0483
53 N 0.1521 0.5719 2.0212
54 H -5.5318 0.4705 5.6670
55 H -4.2151 0.9399 3.6293
56 H -1.6402 -2.3480 4.5062
57 H -2.9486 -2.8367 6.5464
58 H -0.4795 -0.1292 5.2107
59 H 1.9462 0.8794 4.8061
60 H 2.3341 3.5929 3.7360
61 H 4.1083 4.4024 5.2482
62 H 6.6925 1.2774 3.8567
63 H 4.9014 0.4806 2.3477
64 H 3.6780 1.0963 -3.8796
65 H 4.8833 1.9872 -5.8446
66 H 2.0622 5.1997 -6.1003
67 H 0.8635 4.2946 -4.1380
68 H -0.0424 1.8435 -5.1607
69 H -2.4506 0.7932 -4.7802
70 H -5.1791 -1.0264 -0.5394
71 H -4.6554 -1.2990 2.0419
72 H -4.5383 1.8520 -3.4672
73 H -6.4533 1.2349 -4.8997
74 H -5.8480 -2.8899 -3.8991
75 H -3.9272 -2.2545 -2.4771
76 H 4.1776 2.8837 -2.0264
77 H 4.6938 2.5861 0.5666
78 Cl -2.2058 3.2642 0.6284
79 C -0.6579 3.7498 1.3184
80 Cl 0.3030 4.6566 0.1440
81 H -0.1268 2.8363 1.5643
82 H -0.8395 4.4018 2.1657
83 O -0.7630 -2.2561 -1.2349
84 S 0.6722 -2.6243 -1.2748
85 O 0.9354 -3.8505 -2.0038
86 O 1.4388 -1.4566 -1.7749
87 S 1.2142 -2.8144 0.6657

Results
Relative energy (zero: lowest compared OMol25 entry of this formula, charge and spin) in eV: 1.456
Total charge: -2
DFT total energy in Eh: -5113.64757

Löwdin atomic charge list, values in e, 8 entries:
1. Sr 1.3088
2. I 0.7650
3. C -0.7264
4. C -0.1576
5. C -0.0248
6. C -0.1915
7. C -0.0239
8. C -0.1541

***

Formula: C3H8F2O2PS
Source: OMol25
Level of theory: wB97M-V/def2-TZVPD

Cartesian coordinates (Å):
1 C -1.4454 -0.3305 -1.3912
2 C -0.6528 -1.5949 -0.7123
3 C 0.5740 -1.1529 0.3134
4 F 1.7138 -0.7389 -0.5364
5 S 0.0694 0.0781 1.6299
6 F 0.8748 -0.4677 3.0729
7 P 0.8393 2.0466 1.2840
8 O 2.3079 2.0536 0.3493
9 O -0.3689 3.1352 0.6616
10 H -2.0800 -0.7838 -2.2948
11 H -0.6520 0.3842 -1.9031
12 H -2.1713 0.2215 -0.6544
13 H -1.4269 -2.3261 -0.2106
14 H -0.1455 -2.2116 -1.5981
15 H 0.8682 -2.1563 0.8900
16 H 2.8985 1.2555 0.5887
17 H -1.2030 2.5881 0.5109

Results
Total charge: +1
DFT total energy in Eh: -1208.44255

natural (NBO) atomic charge list, values in e, 8 entries:
1. C -0.6712
2. C -0.4494
3. C 0.0095
4. F -0.3495
5. S 0.7767
6. F -0.3891
7. P 1.2659
8. O -0.9181

***

Formula: C4H9N2O2
Source: OMol25
Level of theory: wB97M-V/def2-TZVPD

Cartesian coordinates (Å):
1 C -0.8515 1.0059 -0.0223
2 C -0.7577 -1.6463 0.3890
3 C 0.4363 -0.9925 -0.4140
4 C 1.3398 1.1486 -1.2254
5 N -1.4138 -0.8184 1.3846
6 N 0.2462 0.4398 -0.4301
7 O -1.3016 2.2411 -0.0177
8 O -0.4753 -0.6947 2.3667
9 H -1.5440 -1.9561 -0.3355
10 H -0.4318 -2.6378 0.9070
11 H 1.3094 -1.3497 0.2076
12 H 0.3354 -1.6369 -1.3046
13 H 0.8810 2.2134 -1.3883
14 H 1.5350 0.6407 -2.1855
15 H 2.2770 1.2770 -0.6165
16 H -0.7535 2.9010 -0.3827
17 H -0.8310 -0.1351 3.0678

Results
Relative energy (zero: lowest compared OMol25 entry of this formula, charge and spin) in eV: 6.180
Total charge: +1
DFT total energy in Eh: -417.35424

natural (NBO) atomic charge list, values in e, 8 entries:
1. C 0.6969
2. C -0.3244
3. C -0.2438
4. C -0.4168
5. N 0.0911
6. N -0.4201
7. O -0.6052
8. O -0.4899